{"formula": "H32O16", "method": "ωB97M-V with the def2-TZVPD basis set", "e_tot_ha": -1223.01733, "relative_energy_ev": 4.937, "lumo_ev": -0.6, "homo_energy_ev": -9.50, "total_charge": 0, "homo_lumo_gap_ev": 8.90, "species": ["O", "O", "O", "O", "O", "O", "O", "O", "O", "O", "O", "O", "O", "O", "O", "O", "H", "H", "H", "H", "H", "H", "H", "H", "H", "H", "H", "H", "H", "H", "H", "H", "H", "H", "H", "H", "H", "H", "H", "H", "H", "H", "H", "H", "H", "H", "H", "H"], "positions_angstrom": [[3.474, -0.438, -0.819], [-2.220, -1.974, -1.362], [0.742, -0.863, -2.327], [2.043, -2.731, -0.238], [-0.156, -3.460, -1.602], [1.380, -1.604, 1.995], [-2.216, 1.419, -1.708], [0.270, 2.320, -2.404], [-2.986, 0.088, 0.681], [-0.346, 2.974, 0.912], [-0.181, 0.231, 0.157], [-2.126, 1.888, 2.673], [-1.526, -2.149, 1.711], [2.293, 2.361, -0.608], [2.381, 0.981, 1.687], [-0.241, -0.014, 3.575], [0.387, 2.564, -3.345], [0.504, 3.420, 0.734], [-2.403, -1.198, -0.779], [3.053, 2.046, -1.070], [1.535, -1.863, 1.123], [-3.037, -0.761, 1.085], [1.728, 0.249, 1.760], [2.631, -2.146, -0.690], [0.185, 0.063, -0.673], [-0.987, 3.426, 0.393], [-2.417, 0.972, -0.867], [1.205, -0.183, -2.817], [-0.624, 2.241, -2.112], [0.058, -3.507, -2.544], [1.296, -2.539, -0.750], [3.772, -0.569, -1.742], [1.522, -2.318, 2.635], [-2.348, -1.623, -2.255], [-1.876, 2.743, 2.392], [-0.163, -0.514, 2.710], [2.222, 1.414, 0.850], [-1.368, 1.422, 3.028], [-0.078, 1.136, 0.384], [2.555, -0.150, -0.760], [-0.309, -0.700, 4.209], [-2.615, 2.325, -1.631], [-1.148, -1.672, 1.044], [1.478, 2.413, -1.160], [-0.168, -0.813, -2.605], [-2.505, 0.523, 1.367], [-2.033, -2.771, 1.188], [-0.645, -2.659, -1.436]], "forces_ev_per_angstrom": [[0.882, -0.135, -0.633], [-0.436, 1.374, 0.281], [0.583, -0.157, 0.225], [1.208, -0.588, 0.970], [0.835, -1.216, -0.402], [-0.985, 1.239, 3.592], [-0.430, 1.676, -0.210], [2.221, 0.377, -1.078], [-0.875, 0.061, -1.517], [1.442, -0.164, 0.279], [-1.194, -1.553, 1.873], [-1.600, -1.314, 0.158], [-2.080, -2.004, 2.304], [-1.435, 0.842, 0.625], [-0.499, -0.694, 0.702], [-0.133, 0.520, -2.262], [-0.675, -0.108, 1.018], [-0.323, -0.247, 0.236], [0.083, -0.399, -0.387], [0.542, -0.307, -0.723], [0.866, -1.639, -2.268], [-0.398, -1.467, 0.427], [0.810, 0.534, 0.160], [1.641, 0.608, 0.093], [1.066, -0.254, -2.151], [-0.777, 0.657, -0.742], [-0.020, -0.048, 0.331], [-0.032, 0.338, -0.202], [-1.578, -0.524, -0.152], [-0.091, 0.168, 0.385], [-2.471, -0.617, -1.260], [-0.695, 0.280, 0.654], [0.077, 0.213, -0.827], [-0.290, -0.161, 0.185], [0.815, 1.103, -0.243], [0.288, 0.609, 1.343], [-0.010, 0.258, -0.248], [0.743, -0.164, 0.457], [0.156, 1.592, 0.377], [0.119, 0.102, -0.281], [-0.199, -0.943, 1.021], [0.134, -1.463, -0.063], [2.372, 2.513, -2.571], [1.062, -0.201, -0.326], [-0.518, 0.168, -0.230], [0.802, 1.644, 1.050], [-0.270, -0.752, 0.209], [-0.736, 0.244, -0.180]]}